Entry 1:
Formula: C2H10N2O2
Source: the Open Molecules 2025 dataset
Level of theory: ωB97M-V with the def2-TZVPD basis set

Geometry as XYZ:
```
16
Properties=species:S:1:pos:R:3
H -2.461 0.059 -0.951
N -1.575 0.453 -0.640
C -1.032 0.111 0.492
N -0.417 1.151 1.203
C 0.533 0.882 2.306
H -1.095 -0.840 0.959
H -0.451 2.057 0.741
H 0.616 1.937 2.876
H 0.121 0.008 2.881
H 1.511 0.649 1.794
O 0.379 -0.316 -2.554
H -0.144 -0.103 -1.720
H 1.188 0.232 -2.477
O 1.534 -1.813 -0.367
H 1.277 -1.574 -1.305
H 1.071 -2.578 -0.157
```

Summary:
* frontier orbital gap: 9.88 eV
* net charge: 0
* lowest unoccupied orbital energy: 0.848 eV
* SMILES string: [H]/N=C/NC.O.O


Entry 2:
Formula: C30H40BrCaF6N7O6S3
Source: the Open Molecules 2025 dataset
Level of theory: ωB97M-V with the def2-TZVPD basis set

Geometry as XYZ:
```
94
Properties=species:S:1:pos:R:3
Ca 1.157 -0.153 -1.109
C 0.006 0.397 3.864
C 0.613 -0.787 3.155
C 2.004 -0.962 3.208
C 2.812 0.037 3.999
C 2.598 -2.051 2.562
C 4.091 -2.269 2.641
C 1.791 -2.977 1.876
C 2.407 -4.150 1.151
C 0.398 -2.840 1.894
C -0.485 -3.940 1.350
C -0.192 -1.718 2.492
C -1.691 -1.540 2.448
H 0.310 0.420 4.914
H -1.081 0.387 3.838
H 0.339 1.339 3.417
H 2.659 -0.097 5.076
H 2.510 1.057 3.763
H 3.879 -0.034 3.809
H 4.609 -1.830 1.782
H 4.339 -3.328 2.668
H 4.519 -1.833 3.540
H 2.283 -5.084 1.710
H 3.470 -4.015 0.974
H 1.948 -4.293 0.172
H -1.224 -4.236 2.099
H 0.079 -4.832 1.092
H -1.038 -3.628 0.463
H -2.152 -2.206 1.722
H -1.954 -0.522 2.159
H -2.152 -1.739 3.420
F 5.948 -1.540 -1.583
C 4.634 -1.528 -1.731
F 4.079 -2.273 -0.790
F 4.317 -2.004 -2.918
S 4.044 0.248 -1.631
O 2.981 0.352 -2.602
O 5.207 1.063 -1.719
N 3.365 0.259 -0.110
S 3.031 1.787 0.384
O 2.754 2.630 -0.742
O 2.041 1.695 1.413
C 4.588 2.448 1.159
F 5.300 3.102 0.264
F 4.237 3.282 2.132
F 5.305 1.461 1.672
S -0.584 0.437 -3.700
C -2.091 0.823 -3.023
N -2.787 1.865 -3.515
C -4.137 2.191 -3.086
C -4.256 1.903 -1.600
C -3.886 0.451 -1.354
N -2.640 0.122 -2.034
H -2.381 2.311 -4.317
H -4.875 1.600 -3.639
H -4.323 3.241 -3.305
H -5.268 2.100 -1.252
H -3.576 2.554 -1.045
H -4.690 -0.204 -1.705
H -3.741 0.262 -0.291
H -2.069 -0.634 -1.662
C -3.454 5.309 1.139
C -2.161 5.788 0.488
C -2.242 5.730 -1.034
C -0.936 5.030 1.013
N -0.887 3.649 0.561
C -0.247 3.101 -0.480
N -0.517 1.818 -0.493
N -1.312 1.582 0.572
N -1.546 2.668 1.204
H -4.306 5.869 0.747
H -3.431 5.440 2.223
H -3.627 4.249 0.939
H -1.988 6.829 0.778
H -2.456 4.714 -1.381
H -1.311 6.056 -1.507
H -3.044 6.374 -1.396
H -0.912 4.997 2.100
H -0.016 5.501 0.667
H 0.387 3.627 -1.174
Br 1.996 -5.030 -2.759
C 0.119 -4.806 -2.890
C -0.573 -5.854 -3.488
C -1.948 -5.800 -3.611
C -2.644 -4.703 -3.124
C -1.951 -3.672 -2.520
C -0.558 -3.692 -2.396
C 0.124 -2.506 -1.749
O 1.333 -2.303 -1.955
O -0.572 -1.738 -1.008
H -0.021 -6.710 -3.853
H -2.471 -6.623 -4.084
H -3.722 -4.653 -3.213
H -2.482 -2.823 -2.135
```

Summary:
* frontier orbital gap: 8.09 eV
* net charge: 0
* lowest unoccupied orbital energy: 0.223 eV


Entry 3:
Formula: C3H7OP
Source: the Open Molecules 2025 dataset
Level of theory: ωB97M-V with the def2-TZVPD basis set

Geometry as XYZ:
```
12
Properties=species:S:1:pos:R:3
C -1.567 -0.411 0.400
C 1.228 0.695 0.007
C -0.129 1.184 -0.186
O -2.614 0.056 0.712
P -1.010 -2.126 0.438
H 1.773 0.757 0.941
H 2.067 1.264 -0.591
H 1.452 -0.281 -0.386
H -0.421 1.189 -1.251
H -0.418 2.132 0.375
H -0.708 -2.588 -0.961
H 0.347 -1.870 0.503
```

Summary:
* frontier orbital gap: 8.11 eV
* net charge: 0
* lowest unoccupied orbital energy: 0.189 eV


Entry 4:
Formula: C2H8NO
Source: the Open Molecules 2025 dataset
Level of theory: ωB97M-V with the def2-TZVPD basis set

Geometry as XYZ:
```
12
Properties=species:S:1:pos:R:3
O 0.682 -1.943 1.267
H 0.069 -0.509 0.380
H 1.503 -1.707 1.724
H 0.648 -2.900 1.362
C 0.076 0.495 -1.498
C -0.998 1.205 0.610
N -0.172 0.356 -0.091
H -0.300 -0.364 -2.048
H -0.459 1.357 -1.902
H 1.125 0.732 -1.689
H -1.078 1.078 1.678
H -1.097 2.201 0.206
```

Summary:
* frontier orbital gap (alpha / beta): 6.08 / 10.12 eV
* expectation value of S²: 0.753
* net charge: 0
* lowest unoccupied orbital energy (alpha / beta): 0.575 / 0.573 eV
* multiplicity: 2


Entry 5:
Formula: C2H7ClN2O
Source: the Open Molecules 2025 dataset
Level of theory: ωB97M-V with the def2-TZVPD basis set

Geometry as XYZ:
```
13
Properties=species:S:1:pos:R:3
C -0.597 0.371 -1.984
N -0.881 -0.412 -0.772
N -0.516 -0.060 0.518
Cl -1.132 1.622 1.009
O 0.813 0.020 0.557
C 1.327 -0.528 1.811
H -1.502 1.059 -2.101
H 0.167 1.066 -1.658
H -0.343 -0.228 -2.925
H -1.788 -0.861 -0.866
H 0.481 -0.753 2.419
H 2.059 0.219 2.342
H 1.915 -1.516 1.649
```

Summary:
* frontier orbital gap: 10.01 eV
* net charge: 0
* lowest unoccupied orbital energy: 0.840 eV
* SMILES string: CNN(Cl)OC


Entry 6:
Formula: C4H4NdO2
Source: the Open Molecules 2025 dataset
Level of theory: ωB97M-V with the def2-TZVPD basis set

Geometry as XYZ:
```
11
Properties=species:S:1:pos:R:3
H -1.386 2.686 -0.239
O -2.202 1.490 -0.690
C -1.826 0.405 -0.801
C -0.736 -0.560 -0.881
C -0.092 -0.818 0.453
C 1.105 -0.426 0.785
O 2.134 -0.010 1.160
Nd 4.852 0.255 1.939
H -0.049 -0.162 -1.648
H -1.182 -1.475 -1.308
H -0.618 -1.384 1.229
```

Summary:
* frontier orbital gap (alpha / beta): 3.38 / 5.18 eV
* expectation value of S²: 6.003
* net charge: +4
* lowest unoccupied orbital energy (alpha / beta): -20.455 / -20.445 eV
* multiplicity: 5


Looking at energy for the records above, in order, we have -9310.3151 -191771.6989 -14556.9661 -5739.2973 -19733.3742 -23526.9325 eV.
Looking at ΔE to the lowest compared entry with this formula, charge and spin for the records above, in order, we have 121.0 145.8 313.9 39.3 149.0 171.9 kJ/mol.